94
Properties=species:S:1:pos:R:3:mulliken_charge:R:1 method="wB97M-V/def2-TZVPD" multiplicity=2 total_charge=+2 largest_force_ev_per_a=0.25 mol_weight_g_mol=1104.9 homo_energy_ev="-12.4 / -12.4" homo_lumo_gap_ha="0.2166 / 0.2168"
Sn -0.734 -2.058 -0.655 1.20
I 6.559 -3.753 -1.949 0.13
C 4.728 -2.872 -1.503 -0.79
C 4.307 -1.745 -2.195 -0.06
C 3.082 -1.163 -1.905 0.39
I 2.446 0.509 -2.968 0.19
C 2.252 -1.690 -0.912 -0.46
O 1.079 -1.112 -0.603 0.58
C 2.687 -2.833 -0.226 0.43
C 1.778 -3.471 0.784 -0.99
N 0.541 -3.962 0.125 -0.30
C 0.798 -4.926 -0.955 -1.25
C 0.791 -4.313 -2.335 0.97
C 1.381 -4.997 -3.386 -0.94
C 1.389 -4.425 -4.645 -0.46
C 0.814 -3.175 -4.823 -0.95
C 0.240 -2.555 -3.733 -0.09
N 0.222 -3.120 -2.517 0.15
C 3.914 -3.414 -0.521 -0.48
H 4.932 -1.317 -2.968 0.54
H 1.464 -2.754 1.549 -0.39
H 2.293 -4.298 1.280 0.60
H -0.062 -4.395 0.818 0.37
H 0.054 -5.723 -0.908 0.60
H 1.776 -5.391 -0.810 0.37
H 1.843 -5.959 -3.210 0.50
H 1.851 -4.942 -5.476 0.46
H 0.818 -2.680 -5.783 0.48
H -0.200 -1.571 -3.817 0.33
H 4.233 -4.296 0.021 0.52
C -3.574 5.015 -3.406 -1.04
C -2.541 4.390 -2.482 -0.65
N -1.253 4.154 -3.131 0.26
C -0.441 5.327 -3.484 -0.76
C -0.385 5.580 -4.982 -1.07
C -0.715 2.946 -3.357 0.23
O 0.419 2.775 -3.788 -0.60
C -1.542 1.711 -3.092 -0.45
C -2.691 1.397 -3.802 0.22
C -3.302 0.165 -3.606 -1.22
C -2.731 -0.721 -2.718 -0.44
N -1.608 -0.425 -2.047 0.12
C -1.030 0.765 -2.218 -0.50
H -4.504 5.187 -2.865 0.41
H -3.788 4.372 -4.260 0.23
H -3.231 5.976 -3.789 0.31
H -2.906 3.448 -2.075 0.36
H -2.363 5.048 -1.628 0.42
H 0.565 5.171 -3.092 0.36
H -0.877 6.179 -2.963 0.43
H 0.086 4.742 -5.493 0.30
H 0.202 6.475 -5.185 0.40
H -1.383 5.730 -5.395 0.29
H -3.103 2.106 -4.510 0.60
H -4.200 -0.109 -4.142 0.47
H -3.161 -1.699 -2.537 0.56
H -0.124 0.947 -1.656 0.74
C 2.571 -1.939 4.644 -1.26
Ge 1.273 -0.548 4.360 0.06
C 1.785 0.885 3.215 0.61
C 2.073 0.604 1.878 -0.10
C 2.450 1.628 1.023 -0.48
C 2.572 2.921 1.509 -0.75
C 2.302 3.203 2.844 -0.81
C 1.895 2.192 3.698 -0.14
C -0.375 -0.714 5.236 1.06
C -0.420 -1.743 6.172 -0.60
C -1.568 -1.986 6.932 -1.12
C -2.674 -1.202 6.735 -0.62
C -2.689 -0.153 5.785 0.63
C -3.851 0.631 5.598 -0.90
C -3.865 1.643 4.682 -0.71
C -2.714 1.909 3.917 -0.83
C -1.575 1.168 4.077 0.12
C -1.528 0.116 5.017 0.94
H 3.039 -1.771 5.618 0.49
H 3.346 -1.874 3.882 0.40
H 2.121 -2.930 4.651 0.47
H 1.993 -0.398 1.475 0.20
H 2.652 1.409 -0.018 0.27
H 2.881 3.717 0.845 0.48
H 2.403 4.213 3.217 0.43
H 1.662 2.428 4.730 0.48
H 0.449 -2.370 6.335 0.38
H -1.576 -2.780 7.664 0.43
H -3.572 -1.379 7.315 0.44
H -4.727 0.414 6.196 0.42
H -4.755 2.243 4.544 0.41
H -2.728 2.711 3.191 0.50
H -0.708 1.400 3.472 -0.06
F -2.516 -0.772 1.459 -0.32
C -1.200 -0.734 1.164 0.38
F -0.905 0.544 0.790 -0.29
H -0.616 -0.941 2.074 -0.24